Entry 1:
Entry from the Open Molecules 2025 dataset: an isolated molecule of C2H3FO2S in a non-equilibrium geometry (ωB97M-V/def2-TZVPD).

Calculated values
SMILES: O=S1(=O)C[C@@H]1F
relative energy (zero: lowest compared OMol25 entry of this formula, charge and spin): 279.45 kJ/mol
gap between HOMO and LUMO: 0.411 hartree
LUMO: 0.594 eV
F_max: 0.06517 hartree/bohr
energy: -19767.049 eV
HOMO level: -10.60 eV

```
9
C2H3FO2S (ωB97M-V/def2-TZVPD)
O 1.11 2.32 0.74
S 0.93 1.05 1.33
O 0.99 0.77 2.73
C -0.34 0.16 0.45
C 1.17 -0.24 0.08
F 1.47 -1.66 0.38
H -0.87 0.54 -0.42
H -0.78 -0.69 0.99
H 1.89 0.14 -0.72
```

=====

Entry 2:
Entry from the Open Molecules 2025 dataset: C37H43FeO2Si as an isolated structure in a non-equilibrium geometry (ωB97M-V/def2-TZVPD).

Calculated values
relative energy (zero: lowest compared OMol25 entry of this formula, charge and spin): 65.84 kJ/mol
2S+1: 6
gap between HOMO and LUMO (spin up / spin down): 0.277 / 0.261 hartree
LUMO (spin up / spin down): 0.590 / -1.133 eV
F_max: 0.03710 hartree/bohr
energy: -85421.717 eV
HOMO level (spin up / spin down): -6.94 / -8.23 eV

```
84
C37H43FeO2Si (ωB97M-V/def2-TZVPD)
O -0.75 -0.02 -4.87
C -1.01 1.21 -5.61
C -0.99 0.51 -6.97
H -0.20 1.94 -5.46
H -1.98 1.64 -5.35
C -0.70 -0.76 -6.14
H -0.17 0.81 -7.63
H -1.97 0.48 -7.45
C 0.62 -1.42 -6.42
H 1.46 -0.71 -6.43
H 0.61 -1.91 -7.41
H 0.82 -2.19 -5.67
C -1.83 -1.77 -6.20
H -2.80 -1.27 -6.15
H -1.72 -2.48 -5.37
H -1.79 -2.32 -7.15
Fe -0.53 -0.84 0.41
C -2.78 -1.30 1.41
C -2.59 0.11 1.22
C -2.38 0.35 -0.18
H -2.69 0.88 1.99
C -2.37 -0.93 -0.85
C -2.62 -1.94 0.14
H -2.73 -3.00 -0.07
H -3.00 -1.80 2.34
H -2.39 1.33 -0.66
H -2.33 -1.09 -1.92
C 1.23 -2.57 1.94
C 0.05 -2.91 1.20
C 0.36 -2.71 -0.21
H -0.82 -3.41 1.63
C 1.72 -2.19 -0.26
C 2.19 -2.05 1.05
H 3.15 -1.64 1.36
H 1.41 -2.78 2.99
H -0.21 -3.10 -1.06
H 2.31 -2.01 -1.16
O 1.76 -0.56 -4.03
C 0.72 -0.86 -3.08
C 0.19 0.42 -2.41
H 1.20 -1.51 -2.32
H -0.06 -1.47 -3.56
C 1.03 1.55 -3.01
H 0.38 0.34 -1.32
H -0.88 0.55 -2.57
C 2.11 0.82 -3.84
H 1.47 2.15 -2.21
H 0.43 2.21 -3.66
H 3.07 0.87 -3.29
H 2.23 1.29 -4.83
C -0.54 5.03 2.80
C -0.73 4.39 1.57
C -0.65 3.00 1.48
C -0.23 2.25 2.59
C 0.02 2.90 3.81
C -0.24 4.27 3.94
Si 0.12 0.41 2.57
C 1.90 0.34 3.21
C 2.88 0.77 2.29
C 4.24 0.77 2.62
C 4.65 0.31 3.87
C 3.69 -0.13 4.79
C 2.31 -0.08 4.48
C -0.96 -0.25 3.99
C -0.67 -1.54 4.44
C -1.45 -2.17 5.41
C -2.47 -1.45 6.04
C -2.75 -0.14 5.63
C -2.02 0.45 4.59
H -0.62 6.11 2.88
H -0.95 4.98 0.68
H -0.89 2.50 0.54
H 0.42 2.35 4.67
H -0.18 4.74 4.92
H 2.58 1.09 1.29
H 4.97 1.13 1.90
H 5.71 0.30 4.13
H 4.01 -0.54 5.75
H 1.59 -0.38 5.24
H 0.20 -2.08 4.08
H -1.26 -3.22 5.66
H -3.04 -1.91 6.86
H -3.57 0.41 6.09
H -2.26 1.47 4.28
```